Formula: C5H17N2O
Source: the Open Molecules 2025 dataset
Level of theory: the ωB97M-V functional and the def2-TZVPD basis

Results
Net charge: +1
E (a.u.): -385.204795
LUMO (eV): -2.95
Energy relative to the best compared isomer or geometry (same formula, charge and spin) (eV): 0.978
Frontier orbital gap (eV): 9.9

Each line ends with the Mulliken charge.
Element x y z (Å)
1 N -0.86 -0.44 -1.13  -0.2700
2 C 0.24 -1.27 -0.39  0.2181
3 C 0.93 -2.25 -1.30  -1.4226
4 C 1.18 -0.18 0.16  -1.1273
5 N 0.45 0.77 0.99  -0.2522
6 C 1.34 1.91 1.32  -0.3237
7 C 2.37 1.52 2.39  -1.0447
8 H -1.28 -0.99 -1.89  0.3479
9 H -1.62 -0.21 -0.48  0.3655
10 H -0.43 0.41 -1.48  0.3368
11 H -0.32 -1.72 0.42  0.3064
12 H 1.51 -2.97 -0.73  0.3990
13 H 1.53 -1.82 -2.10  0.3599
14 H 0.16 -2.86 -1.77  0.4261
15 H 2.02 -0.69 0.64  0.4039
16 H 1.54 0.39 -0.70  0.4443
17 H 0.00 0.28 1.75  0.2417
18 H 1.86 2.22 0.42  0.2381
19 H 0.71 2.76 1.57  0.3972
20 H 3.39 1.83 2.15  0.2918
21 H 2.23 0.49 2.71  0.3208
22 H 2.26 2.15 3.28  0.3248
23 H -4.83 0.86 -1.77  0.3204
24 H -5.31 -0.58 -1.63  0.3299
25 O -4.53 -0.01 -1.54  -0.6321


Formula: C5H17N2O
Source: the Open Molecules 2025 dataset
Level of theory: the ωB97M-V functional and the def2-TZVPD basis

Results
Net charge: +1
E (a.u.): -385.023808
LUMO (eV): -6.69
Energy relative to the best compared isomer or geometry (same formula, charge and spin) (eV): 5.903
Frontier orbital gap (eV): 6.2

Each line ends with the Mulliken charge.
Element x y z (Å)
1 C -1.61 -0.14 -0.99  -1.0852
2 C -1.05 -1.50 -0.69  -0.0554
3 C 0.20 -1.50 0.29  -0.9715
4 C -0.10 -0.66 1.65  -0.5020
5 C -1.28 -1.30 2.34  -0.0386
6 N -2.45 -1.29 1.77  -0.2803
7 N 3.67 2.83 -2.34  -0.6955
8 H -1.20 0.43 -1.82  0.3361
9 H -2.68 -0.08 -1.23  0.3338
10 H -1.63 0.51 -0.11  0.1312
11 H -0.78 -2.10 -1.56  0.4087
12 H 0.12 -2.48 0.76  0.3767
13 H 1.08 -1.19 -0.25  0.4409
14 H 0.83 -0.78 2.20  0.3636
15 H -0.46 0.35 1.49  0.2925
16 H -1.39 -1.07 3.41  0.3968
17 H -1.75 -2.39 1.98  0.3608
18 H -1.75 -2.07 -0.10  0.1169
19 H -3.17 -1.50 2.49  0.3521
20 H 4.56 3.28 -2.50  0.2500
21 H 3.24 2.67 -3.25  0.2303
22 H 3.08 3.60 -2.03  0.2320
23 H 2.20 1.81 -0.76  0.3404
24 H 1.07 2.70 -0.15  0.2912
25 O 1.25 1.87 -0.60  -0.6253


Formula: C5H17N2O
Source: the Open Molecules 2025 dataset
Level of theory: the ωB97M-V functional and the def2-TZVPD basis

Results
Net charge: +1
E (a.u.): -385.190688
LUMO (eV): -3.03
Energy relative to the best compared isomer or geometry (same formula, charge and spin) (eV): 1.362
Frontier orbital gap (eV): 9.7

Each line ends with the Mulliken charge.
Element x y z (Å)
1 N -1.31 -0.26 -1.74  -0.3539
2 C -1.29 0.46 -0.40  0.2831
3 C -0.96 1.93 -0.65  -1.2374
4 C -0.38 -0.33 0.55  -0.9259
5 N 0.51 -1.24 -0.16  -0.0369
6 C 1.92 -0.79 -0.24  -1.0296
7 C 0.47 -2.57 0.44  -1.3247
8 H -1.48 -1.24 -1.50  0.3416
9 H -1.98 0.11 -2.41  0.3185
10 H -0.37 -0.30 -2.14  0.3152
11 H -2.32 0.37 -0.07  0.4591
12 H -1.71 2.63 -0.30  0.2999
13 H -0.09 2.22 -0.06  0.3152
14 H -0.70 2.14 -1.69  0.3672
15 H 0.10 0.39 1.22  0.4973
16 H -0.99 -0.84 1.30  0.4608
17 H 2.28 -0.96 -1.25  0.3311
18 H 1.96 0.28 -0.02  0.3712
19 H 2.56 -1.36 0.42  0.3166
20 H 1.14 -3.22 -0.12  0.4079
21 H -0.52 -3.03 0.46  0.3996
22 H 0.91 -2.53 1.44  0.4406
23 H 0.06 2.71 2.69  0.2816
24 H 1.51 2.94 2.24  0.2794
25 O 0.70 2.50 1.99  -0.5775


Formula: C5H17N2O
Source: the Open Molecules 2025 dataset
Level of theory: the ωB97M-V functional and the def2-TZVPD basis

Results
Net charge: +1
E (a.u.): -385.112500
LUMO (eV): -3.57
Energy relative to the best compared isomer or geometry (same formula, charge and spin) (eV): 3.490
Frontier orbital gap (eV): 8.5

Each line ends with the Mulliken charge.
Element x y z (Å)
1 C -0.81 -0.27 1.51  -0.8697
2 C -1.30 0.44 0.28  -0.4062
3 C -0.10 1.11 -0.53  -0.4107
4 C 0.64 -0.03 -1.28  -0.6297
5 N -0.05 -1.28 -1.36  -0.2516
6 C -1.10 -1.23 -2.33  -0.9892
7 N -0.07 0.56 2.45  -0.1158
8 H -0.15 -1.23 1.17  0.2979
9 H -1.63 -0.74 2.08  0.4242
10 H -1.92 -0.30 -0.43  0.0993
11 H -2.08 1.30 0.51  0.2996
12 H 0.61 1.59 0.11  0.3235
13 H -0.61 1.94 -1.17  0.3248
14 H 1.73 0.00 -1.06  0.3811
15 H 0.88 0.51 -2.22  0.2896
16 H 0.60 -2.15 -1.53  0.3158
17 H -1.56 -2.24 -2.61  0.3417
18 H -0.86 -0.92 -3.32  0.3698
19 H -2.11 -0.66 -2.10  0.2191
20 H -0.59 1.40 2.53  0.3412
21 H 0.97 0.46 2.25  0.2124
22 H -0.12 -0.01 3.38  0.4553
23 H 3.10 -0.07 1.79  0.3166
24 H 3.62 1.16 0.77  0.2956
25 O 2.89 0.65 1.10  -0.6348


Formula: C5H17N2O
Source: the Open Molecules 2025 dataset
Level of theory: the ωB97M-V functional and the def2-TZVPD basis

Results
Net charge: +1
E (a.u.): -385.121154
LUMO (eV): -2.88
Energy relative to the best compared isomer or geometry (same formula, charge and spin) (eV): 3.254
Frontier orbital gap (eV): 9.6

Each line ends with the Mulliken charge.
Element x y z (Å)
1 C 1.38 -0.51 -1.18  -1.2519
2 C 0.81 0.05 0.22  0.2210
3 C -0.71 0.35 0.44  -0.1689
4 C -1.30 -1.02 0.19  -0.8830
5 C -2.00 -1.55 1.45  -0.7364
6 N -1.09 -1.33 2.58  -0.4917
7 N 1.66 1.59 0.23  -0.4820
8 H 1.13 0.01 -2.14  0.0948
9 H 2.41 -0.66 -1.19  0.5313
10 H 0.99 -1.52 -1.42  0.4126
11 H 1.44 -0.35 1.11  0.2552
12 H -0.99 0.66 1.56  0.2796
13 H -1.16 1.06 -0.44  0.3072
14 H -1.92 -1.03 -0.65  0.5657
15 H -0.61 -1.86 -0.18  0.2386
16 H -2.21 -2.59 1.15  0.3505
17 H -2.99 -1.11 1.55  0.3091
18 H -0.60 -2.14 2.87  0.2114
19 H -1.37 -0.84 3.51  0.2144
20 H 2.00 1.79 -0.72  0.3159
21 H 0.93 2.36 0.25  0.3611
22 H 2.25 1.70 1.01  0.3392
23 H 0.86 1.13 -3.79  0.3264
24 H 0.13 2.25 -3.56  0.2743
25 O 0.84 1.93 -3.16  -0.5944


Formula: C5H17N2O
Source: the Open Molecules 2025 dataset
Level of theory: the ωB97M-V functional and the def2-TZVPD basis

Results
Net charge: +1
E (a.u.): -385.094119
LUMO (eV): -3.25
Energy relative to the best compared isomer or geometry (same formula, charge and spin) (eV): 3.990
Frontier orbital gap (eV): 9.5

Each line ends with the Mulliken charge.
Element x y z (Å)
1 N -1.13 -0.97 1.45  -0.2427
2 C -1.01 -0.12 0.11  0.2095
3 C -2.26 0.02 -0.96  -0.9236
4 C 0.30 -0.65 -0.69  -1.1936
5 N 1.28 -0.60 0.41  0.0572
6 C 2.44 -1.58 -0.06  -1.0682
7 C 1.80 0.69 1.00  -0.8062
8 H -2.04 -1.36 1.75  0.3632
9 H -0.39 -1.54 1.53  0.2747
10 H -1.01 -0.22 2.24  0.3914
11 H -0.72 0.91 0.60  0.2879
12 H -3.36 -0.29 -0.66  0.3206
13 H -2.38 1.04 -1.23  0.0912
14 H -1.94 -0.48 -1.88  0.3629
15 H 0.02 -1.62 -0.95  0.5393
16 H 0.42 -0.10 -1.58  0.4436
17 H 3.02 -1.42 -1.06  0.2601
18 H 3.10 -1.58 0.72  0.4467
19 H 1.90 -2.47 -0.19  0.3884
20 H 2.86 0.71 1.29  0.3025
21 H 1.08 0.60 1.89  0.2347
22 H 1.53 1.65 0.52  0.2628
23 H -0.43 3.49 -1.34  0.3184
24 H -1.83 2.98 -1.85  0.3175
25 O -1.24 2.92 -1.08  -0.6383


Formula: C5H17N2O
Source: the Open Molecules 2025 dataset
Level of theory: the ωB97M-V functional and the def2-TZVPD basis

Results
Net charge: +1
E (a.u.): -385.202160
LUMO (eV): -2.91
Energy relative to the best compared isomer or geometry (same formula, charge and spin) (eV): 1.050
Frontier orbital gap (eV): 10.3

Each line ends with the Mulliken charge.
Element x y z (Å)
1 N 1.75 0.90 -0.64  -0.1686
2 C 0.32 0.68 -1.08  -0.0763
3 C -0.40 2.04 -1.29  -1.3246
4 C -0.30 -0.14 0.05  -0.6233
5 N 0.69 -1.19 0.38  -0.2143
6 C 0.51 -1.66 1.78  -0.9475
7 C 0.62 -2.34 -0.56  -1.0075
8 H 1.94 0.01 -0.08  0.4527
9 H 2.38 1.05 -1.42  0.3565
10 H 1.88 1.71 -0.01  0.3706
11 H 0.36 0.18 -2.01  0.3014
12 H -1.41 1.83 -1.61  0.3571
13 H -0.44 2.65 -0.32  0.3385
14 H 0.17 2.65 -2.09  0.3835
15 H -0.45 0.43 0.94  0.4261
16 H -1.27 -0.57 -0.26  0.3638
17 H -0.49 -2.20 1.98  0.3141
18 H 1.32 -2.34 2.01  0.3554
19 H 0.58 -0.81 2.53  0.3184
20 H 1.40 -3.06 -0.25  0.3381
21 H 0.75 -2.02 -1.54  0.3269
22 H -0.40 -2.84 -0.48  0.3399
23 H -3.06 1.69 2.07  0.2892
24 H -3.63 1.76 0.74  0.2639
25 O -2.83 1.57 1.15  -0.5340


Formula: C5H17N2O2
Source: the Open Molecules 2025 dataset
Level of theory: the ωB97M-V functional and the def2-TZVPD basis

Results
E (a.u.): -460.518335
LUMO (spin up / spin down) (eV): 0.31 / 0.22
⟨S²⟩: 0.7534
Energy relative to the best compared isomer or geometry (same formula, charge and spin) (eV): 0.973
Spin multiplicity: 2
Frontier orbital gap (spin up / spin down) (eV): 2.5 / 7.2

Each line ends with the Mulliken charge.
Element x y z (Å)
1 C 0.13 1.74 2.26  -1.9133
2 C 0.35 0.81 1.14  0.5658
3 C 0.03 1.51 -0.24  -0.8826
4 C -0.38 0.66 -1.40  0.6071
5 C -1.45 -0.20 -1.35  -1.9502
6 N 0.56 0.67 -2.45  -0.5203
7 N -0.36 -0.50 1.31  -0.0277
8 H 0.47 1.43 3.27  0.4226
9 H 0.69 2.68 2.12  0.3876
10 H -0.92 1.95 2.52  0.5350
11 H 1.42 0.56 1.14  0.1536
12 H 0.95 2.06 -0.44  0.3343
13 H -0.90 2.11 -0.04  0.4626
14 H -2.27 -0.02 -0.65  0.4679
15 H -1.80 -0.70 -2.25  0.3512
16 H 1.34 1.29 -2.57  0.1864
17 H 0.14 0.27 -3.28  0.1851
18 H -0.11 -1.05 2.12  0.3889
19 H -0.16 -1.04 0.43  -0.0048
20 H -1.38 -0.37 1.25  0.3755
21 H 1.71 -0.91 -1.54  0.3228
22 H 2.34 -2.15 -0.76  0.2976
23 O 1.71 -1.41 -0.71  -0.6495
24 H -1.30 -3.07 -0.50  0.2610
25 H -0.33 -3.48 0.65  0.2555
26 O -0.48 -2.82 -0.04  -0.6121